--- a ---
A 2-piece molecular cluster, CH6N3OS overall. Source: OMol25; level of theory: ωB97M-V/def2-TZVPD.

As for the HOMO energy (alpha / beta): -0.5111 / -0.5109 Eh. The value obtained for the HOMO-LUMO gap (alpha / beta) is 8.0665 / 8.0659 eV. The calculation puts the LUMO energy (alpha / beta) at -5.8 / -5.8 eV.

ORCA input file:
```
! wB97M-V def2-TZVPD RIJCOSX def2/J DEFGRID3
* xyz 1 1
C -0.04202 0.21971 -0.98772
N 0.83627 -1.66712 -2.05988
N -0.48234 0.83108 2.86586
N -0.09284 0.04995 0.23166
O -0.65195 1.01658 -1.72089
S -1.31914 0.85981 1.50383
H 1.31480 -1.32980 -2.88554
H 1.40466 -1.92451 -1.29233
H -0.19152 1.74274 3.10415
H -0.39505 0.04137 3.46378
H 0.06599 -0.98751 0.42104
H -0.44687 1.14770 -2.64397
*
```

--- b ---
CH6N3OS as an isolated structure. Source: OMol25; level of theory: ωB97M-V/def2-TZVPD.

As for the HOMO energy: -0.5164 Eh. The value obtained for the HOMO-LUMO gap is 9.0391 eV. The calculation puts the LUMO energy at -5.0 eV.

ORCA input file:
```
! wB97M-V def2-TZVPD RIJCOSX def2/J DEFGRID3
* xyz 1 1
C 0.13804 -0.29401 -0.62924
N -0.68197 -0.78924 -1.58702
N -0.05709 -0.41833 0.70492
N 1.12258 -0.22000 1.51749
O 1.35866 0.04757 -0.96597
S 2.17103 0.69363 0.53305
H -1.69607 -0.84485 -1.48444
H -0.30763 -0.73196 -2.50709
H -0.85364 -0.74974 1.14405
H 1.55533 -1.01013 1.90012
H -1.68787 2.39966 0.56990
H -1.06138 1.91738 0.80423
*
```

Name the most stable of them. b.

--- a ---
A 2-piece molecular cluster, C11H14N2O overall. Source: OMol25; level of theory: ωB97M-V/def2-TZVPD.

As for the expectation value of S²: 0.767. As for the HOMO energy (alpha / beta): 0.0202 / -0.1231 Eh. The value obtained for the HOMO-LUMO gap (alpha / beta) is 2.8631 / 6.6370 eV. The calculation puts the LUMO energy (alpha / beta) at 3.4 / 3.3 eV.

ORCA input file:
```
! wB97M-V def2-TZVPD RIJCOSX def2/J DEFGRID3
* xyz -1 2
C 3.79186 -0.36761 1.39713
C 4.23765 -0.29816 -0.04119
O 5.39021 -0.09258 -0.36547
N 3.36458 -0.84621 -0.94025
H 4.51721 -0.94728 2.01799
H 2.78887 -0.63533 1.73357
H 3.68585 -0.85766 -1.89789
H 2.42487 -1.20620 -0.87179
H 3.84949 0.62157 1.86642
C -4.10739 -0.57830 -1.41619
C -1.00810 -0.07910 0.62572
C -1.93515 0.40321 -0.37562
C -2.87339 -0.63078 -0.55821
C -2.40734 -1.78966 -0.01167
C 0.08325 1.99962 0.82626
C 0.10584 0.64561 1.09171
C -0.73232 2.49462 -0.25901
C -1.67241 1.71105 -0.86381
N -1.26159 -1.45666 0.69627
H 0.72689 2.75065 1.26052
H 0.80231 0.15683 1.75093
H -0.49103 3.50951 -0.51468
H -2.33400 2.16647 -1.58594
H -0.70195 -2.06028 1.26946
H -2.87935 -2.75201 0.06480
H -4.86591 -1.22634 -0.95688
H -4.01964 -1.06119 -2.37739
H -4.47933 0.42619 -1.56479
*
```

--- b ---
A 2-piece molecular cluster, C11H14N2O overall. Source: OMol25; level of theory: ωB97M-V/def2-TZVPD.

As for the expectation value of S²: 0.763. As for the HOMO energy (alpha / beta): 0.0282 / -0.1218 Eh. The value obtained for the HOMO-LUMO gap (alpha / beta) is 2.2203 / 6.2960 eV. The calculation puts the LUMO energy (alpha / beta) at 3.0 / 3.0 eV.

ORCA input file:
```
! wB97M-V def2-TZVPD RIJCOSX def2/J DEFGRID3
* xyz -1 2
C -2.20536 3.35205 0.49341
C -1.81238 -0.03804 -1.19472
C -2.41077 -0.88814 -0.25423
C -1.84315 1.37021 -1.02444
C -2.39454 1.88126 0.19948
C -2.85691 -0.46618 0.99764
C -2.81327 0.97448 1.15985
O -2.35389 -2.22570 -0.60630
H -1.19000 -0.49419 -1.96765
H -1.36260 1.95051 -1.77262
H -3.50275 -1.10051 1.57866
H -3.07150 -2.68645 -0.14085
H -1.49916 3.46932 1.34451
H -3.13683 3.90763 0.71935
H -3.10290 1.37007 2.12816
H -1.90982 3.80373 -0.48855
C 1.51084 -0.79250 1.51710
C 4.05434 0.19988 -0.84154
C 2.72006 -0.73500 0.59009
C 3.14726 -1.76281 -0.26048
N 3.23763 0.44345 0.15853
N 4.06691 -1.15530 -1.08647
H 4.64047 0.97081 -1.37590
H 4.38753 -1.59600 -1.92725
H 2.98241 -2.80227 -0.09710
H 1.79190 -0.32150 2.44637
H 1.13569 -1.81164 1.61195
H 0.64157 -0.31773 0.99365
*
```

Name the most stable of them. a.